Record 1
Molecular formula: C4H4O3S
Method: DFT, the ωB97M-V functional and the def2-TZVPD basis

Summary:
* relative energy (zero: lowest compared OMol25 entry of this formula, charge and spin): 0.125 eV
* multiplicity: 3
* ⟨S²⟩: 2.0128
* E_tot: -778.516323 Eh
* charge: 0
* HOMO level (spin up / spin down): -0.3123 / -0.3501 hartree

Atoms and positions in Å:
C  0.89  0.58  -1.22
C  0.23  -0.83  -0.79
C  -0.19  -0.71  0.69
C  -0.70  0.67  0.93
O  1.79  0.64  -2.03
O  0.33  1.54  -0.60
O  -1.86  1.25  1.18
S  -0.50  1.81  2.15
H  -0.74  -1.03  -1.35
H  0.88  -1.57  -1.09
H  -0.78  -1.48  0.84
H  0.66  -0.88  1.31

=====

Record 2
Molecular formula: C4H4O4
Method: DFT, the ωB97M-V functional and the def2-TZVPD basis

Summary:
* relative energy (zero: lowest compared OMol25 entry of this formula, charge and spin): 3.374 eV
* multiplicity: 1
* SMILES: O=C[C@H]1O[C@@H]1C(=O)O
* E_tot: -455.689027 Eh
* charge: 0
* HOMO level: -0.3929 hartree

Atoms and positions in Å:
O  -2.35  1.66  1.65
C  -1.25  1.68  1.21
C  -0.81  0.61  0.08
O  0.37  1.14  -0.69
C  0.59  0.04  0.17
C  1.06  -1.23  -0.51
O  1.41  -2.28  0.18
O  0.86  -1.41  -1.82
H  -0.68  2.62  1.22
H  -1.39  0.18  -0.65
H  1.21  0.05  1.05
H  1.08  -2.34  -1.81

=====

Record 3
Molecular formula: C4H4O4
Method: DFT, the ωB97M-V functional and the def2-TZVPD basis

Summary:
* relative energy (zero: lowest compared OMol25 entry of this formula, charge and spin): 3.373 eV
* multiplicity: 1
* SMILES: O=C=C(O)/C(O)=C/O
* E_tot: -455.689075 Eh
* charge: 0
* HOMO level: -0.2792 hartree

Atoms and positions in Å:
O  -0.75  -2.86  0.14
C  -0.15  -1.85  0.24
C  0.62  -0.79  0.29
O  1.97  -0.88  -0.02
C  0.03  0.52  0.11
O  0.81  1.47  -0.52
C  -1.27  0.76  0.34
O  -1.91  1.89  -0.10
H  2.18  -1.82  -0.16
H  1.72  1.10  -0.54
H  -1.93  0.16  0.97
H  -1.32  2.29  -0.76

=====

Record 4
Molecular formula: C4H4OPm
Method: DFT, the ωB97M-V functional and the def2-TZVPD basis

Summary:
* multiplicity: 6
* ⟨S²⟩: 8.7571
* E_tot: -838.191138 Eh
* charge: 0
* HOMO level (spin up / spin down): -0.2402 / -0.2551 hartree

Atoms and positions in Å:
H  -0.74  -0.69  2.72
C  -0.35  -0.62  1.70
C  0.33  0.42  1.35
C  0.98  1.38  0.66
H  2.07  1.35  0.57
H  0.51  2.36  0.51
C  -0.27  -0.85  -2.09
O  -1.49  -0.52  -2.15
Pm  -1.36  -2.27  -0.27
H  0.32  -0.55  -3.01

=====

Record 5
Molecular formula: C4H4OS
Method: DFT, the ωB97M-V functional and the def2-TZVPD basis

Summary:
* relative energy (zero: lowest compared OMol25 entry of this formula, charge and spin): 1.816 eV
* multiplicity: 1
* SMILES: O=C=S.C#CC
* E_tot: -628.168270 Eh
* charge: 0
* HOMO level: -0.3608 hartree

Atoms and positions in Å:
O  0.79  -0.04  -4.00
C  1.42  -0.80  -3.39
S  2.20  -1.85  -2.60
C  0.16  0.94  -1.05
C  0.39  0.34  -0.04
C  0.74  -0.41  1.07
H  -0.03  1.85  -1.60
H  1.56  -1.06  0.84
H  -0.01  -1.26  1.20
H  0.70  0.33  1.95

=====

Record 6
Molecular formula: C4H4OS
Method: DFT, the ωB97M-V functional and the def2-TZVPD basis

Summary:
* relative energy (zero: lowest compared OMol25 entry of this formula, charge and spin): 2.794 eV
* multiplicity: 1
* SMILES: C#C[C@@H](O)C=S
* E_tot: -628.132323 Eh
* charge: 0
* HOMO level: -0.3312 hartree

Atoms and positions in Å:
C  1.84  -1.66  -1.14
C  0.84  -1.29  -0.59
C  -0.28  -0.72  0.13
O  -0.64  -1.39  1.30
C  -0.02  0.75  0.44
S  -0.72  2.02  -0.27
H  2.67  -2.16  -1.59
H  -1.23  -0.71  -0.42
H  0.19  -1.67  1.75
H  0.73  0.88  1.23